No. 1
{"formula": "C32H83N5O12", "method": "the ωB97M-V functional and the def2-TZVPD basis", "elements": ["O", "H", "H", "H", "C", "C", "H", "C", "H", "O", "H", "H", "H", "H", "H", "H", "C", "O", "H", "C", "C", "C", "C", "H", "H", "H", "H", "N", "H", "C", "H", "O", "H", "C", "H", "H", "H", "H", "H", "H", "H", "C", "H", "O", "H", "H", "H", "H", "H", "N", "C", "H", "H", "H", "H", "H", "H", "C", "C", "H", "H", "H", "C", "O", "H", "C", "O", "N", "O", "H", "C", "C", "H", "N", "H", "H", "C", "H", "C", "H", "H", "H", "H", "H", "H", "H", "H", "H", "H", "H", "C", "H", "H", "C", "H", "O", "C", "H", "H", "H", "H", "C", "C", "O", "C", "H", "H", "H", "C", "H", "H", "H", "H", "H", "C", "H", "H", "H", "C", "H", "C", "H", "H", "C", "C", "O", "H", "H", "O", "H", "H", "N"], "xyz": [[17.060863, 8.839390, 16.938380], [18.090784, 10.685602, 16.679994], [14.129143, 11.571330, 12.879139], [18.351847, 12.793469, 12.992818], [18.300322, 15.062806, 14.233995], [13.740952, 18.818777, 13.992171], [19.077157, 18.177544, 11.732265], [15.558498, 12.706089, 14.062312], [16.936611, 10.127855, 9.776774], [11.135527, 19.085584, 10.068455], [15.125978, 16.567467, 14.604314], [10.639011, 19.313020, 7.980650], [7.248449, 11.993718, 19.989945], [7.087573, 11.192593, 17.914381], [15.251575, 11.137912, 20.663169], [20.502246, 17.127953, 11.245388], [14.944214, 10.248249, 20.123758], [16.017311, 13.213521, 12.990438], [18.540639, 12.343870, 14.624493], [14.092839, 12.133411, 13.802195], [17.587076, 10.061023, 17.431118], [16.854219, 10.670946, 10.716539], [14.247531, 16.474035, 13.933402], [8.984183, 6.941756, 15.664097], [13.681126, 11.422800, 18.689720], [18.297675, 9.714693, 18.210326], [17.901602, 14.992334, 15.251346], [19.512602, 14.164516, 14.063239], [10.717652, 20.966150, 9.476432], [7.570495, 9.279346, 18.730475], [8.187592, 8.352661, 14.853237], [15.125097, 13.726391, 8.857860], [13.438817, 13.286956, 10.101126], [16.511166, 9.840177, 11.904425], [14.853420, 7.882953, 13.391368], [15.559150, 9.113079, 18.529593], [13.237082, 20.918788, 13.723992], [19.948026, 8.655399, 13.270841], [8.840626, 11.167396, 20.270157], [6.666782, 8.608546, 16.775103], [21.216534, 9.593492, 12.453353], [14.565110, 11.496297, 9.666894], [15.824501, 11.081214, 17.477842], [16.100393, 12.493357, 15.143543], [16.575444, 10.444154, 12.855864], [9.645114, 20.419262, 10.813022], [19.465407, 16.785706, 14.671837], [17.378133, 9.119359, 11.977101], [11.064290, 14.324101, 18.383972], [12.006314, 19.830136, 12.462165], [10.658214, 20.396976, 10.420681], [12.097506, 19.017787, 11.855012], [15.339099, 15.678901, 8.514703], [14.640304, 19.146721, 14.531077], [11.318016, 19.712682, 13.214841], [20.651287, 12.130546, 12.506705], [12.872062, 18.693646, 14.639871], [18.725485, 16.455590, 13.890215], [20.553812, 9.522610, 13.357641], [8.728798, 10.753076, 17.760203], [9.991594, 14.121934, 16.931345], [11.333410, 9.631600, 18.113737], [10.669911, 13.629402, 17.636003], [19.391559, 16.303242, 12.660322], [17.935208, 17.226944, 13.868006], [13.974141, 12.848923, 9.225899], [13.921558, 17.670362, 13.213993], [15.867346, 11.763600, 10.409108], [15.244539, 9.213502, 11.737113], [17.783097, 11.157746, 10.965622], [12.279363, 9.399803, 17.616728], [15.124838, 7.878374, 12.298397], [16.965124, 11.681621, 18.737486], [7.897096, 10.761036, 18.407359], [20.404741, 18.046655, 12.841803], [13.685480, 15.148603, 8.272964], [10.505150, 18.645154, 8.852602], [14.030232, 20.109628, 12.326360], [13.614099, 10.498409, 19.302348], [13.285209, 12.792929, 8.380657], [13.926684, 10.884191, 10.363275], [16.109932, 9.635247, 15.301134], [16.344548, 7.915837, 15.179044], [10.934600, 17.664636, 8.771379], [14.401358, 15.639667, 13.236004], [13.772246, 11.415192, 14.620005], [15.024143, 14.685799, 7.024705], [14.746771, 10.876672, 8.781401], [12.497910, 21.286583, 10.942273], [21.016910, 11.965924, 14.178191], [19.075747, 12.765017, 13.767275], [16.370434, 12.361412, 9.785381], [16.068109, 7.331558, 12.070449], [20.198092, 11.832727, 13.448968], [8.187401, 8.827874, 19.506140], [19.587020, 10.560329, 13.403366], [7.580507, 8.427595, 17.441753], [20.018512, 14.568438, 13.277368], [7.648692, 7.335148, 17.725401], [12.856622, 10.723470, 20.064729], [13.500269, 16.205875, 14.678838], [14.736093, 14.891710, 8.048534], [9.020666, 8.017108, 15.511179], [13.379769, 9.343797, 18.567303], [19.883492, 17.508694, 12.035087], [6.603808, 9.353314, 19.228069], [16.755081, 9.400424, 19.740244], [11.294192, 21.754257, 12.050822], [11.628006, 20.926916, 11.469242], [14.790549, 9.435270, 20.835177], [8.235735, 13.534902, 18.397069], [9.163356, 13.551643, 19.917233], [14.290430, 7.430062, 11.740312], [17.764184, 8.985404, 14.970343], [8.897198, 12.933324, 19.054443], [13.274965, 12.889396, 13.862949], [21.135924, 9.551384, 14.285090], [11.480643, 13.146289, 17.121131], [16.567453, 10.824267, 18.216762], [12.110488, 8.429431, 17.161874], [13.317430, 20.004830, 13.127576], [12.485438, 10.161339, 16.833722], [10.007210, 8.344568, 15.214716], [8.189406, 11.686997, 19.549262], [16.812129, 8.834382, 15.513944], [9.981140, 12.563417, 18.279677], [9.409920, 18.735260, 9.030974], [17.537441, 14.772064, 13.480862], [8.814020, 8.774390, 16.737168], [15.663121, 12.304996, 11.229623], [20.126511, 14.269800, 14.850273], [15.998689, 9.791165, 19.148373]], "forces_ev_per_a": [[-0.40, 0.05, -0.77], [-0.21, -0.26, 0.13], [-0.37, 0.10, -0.33], [-0.61, 0.34, -0.77], [-1.00, 0.23, -0.45], [-0.99, 0.58, -0.17], [-0.13, -0.32, -0.43], [-2.12, -1.04, -1.70], [0.19, -0.35, 0.20], [-0.33, 1.24, 0.28], [0.14, 0.34, -0.78], [0.77, -0.32, 0.41], [-0.10, -0.25, 0.34], [0.71, -0.70, 0.00], [0.20, 0.09, -0.13], [0.33, 0.49, -0.41], [-1.46, 0.03, -1.36], [0.53, 0.20, 0.24], [-0.01, 0.51, 0.07], [-0.19, -0.24, 2.34], [1.65, -0.98, 0.88], [-0.94, 0.20, -0.34], [0.38, 0.06, 0.76], [0.00, -0.08, 0.15], [0.19, -0.50, -0.03], [0.43, 0.32, -0.70], [0.12, -0.30, -0.30], [-1.53, -0.02, -0.46], [-0.15, 0.45, 0.74], [-0.90, 0.51, -0.21], [0.90, -0.51, -0.18], [-1.88, -1.03, 0.12], [0.31, 0.03, -0.61], [0.38, -0.88, 1.09], [0.52, 0.11, -0.98], [0.18, -0.79, 0.06], [0.34, -0.17, -0.05], [-0.07, -1.13, 0.10], [-0.45, 0.05, -0.25], [1.18, -0.23, 0.87], [-0.48, 0.05, 0.82], [-0.33, -0.93, 0.30], [-0.75, 0.55, 0.23], [0.61, 0.32, 0.64], [-0.28, -0.38, -0.83], [-0.35, -0.39, -0.18], [-0.42, 0.15, -0.52], [-0.97, 0.26, 0.01], [-0.08, 0.11, -0.17], [0.23, 0.23, -0.58], [0.73, -0.51, -0.35], [-0.54, -0.79, 0.11], [-0.05, 0.11, -0.65], [-0.20, -0.31, 0.14], [-0.26, -0.20, -0.72], [0.14, -0.32, -0.55], [0.24, -0.39, 0.90], [1.66, 0.85, 0.74], [0.58, 0.53, -0.60], [-0.84, 0.09, 0.44], [0.19, 0.17, 0.05], [0.16, 0.26, 0.18], [-0.50, -0.23, 0.47], [-0.46, 0.21, -0.59], [-0.04, -0.61, -0.06], [1.28, 1.27, 0.73], [0.32, -0.39, -0.22], [-0.38, -0.74, -1.05], [0.59, -0.23, 0.42], [0.41, 0.30, -0.20], [0.28, 0.72, 0.33], [-0.02, 0.42, -0.31], [0.02, 0.12, 0.23], [0.55, -0.60, -0.58], [0.50, 0.02, -0.64], [0.35, -0.23, -0.69], [-0.97, 0.85, 0.79], [0.35, 0.40, -0.24], [0.93, 0.78, 1.26], [0.11, -0.41, 0.12], [0.43, 0.87, -0.78], [0.01, 0.34, -0.35], [0.18, -0.36, 0.50], [-0.49, -0.50, -0.79], [-0.06, 0.50, 0.09], [0.65, 0.54, -0.79], [-0.43, 0.28, -0.20], [0.41, 0.08, 0.31], [0.73, -0.37, 0.19], [-0.24, -0.65, 0.21], [0.21, -0.39, 1.39], [0.27, 1.08, -0.52], [-0.71, 0.13, 0.45], [0.23, 0.47, -0.08], [0.77, 0.65, -0.27], [0.62, 1.01, -0.05], [0.48, -0.18, -0.74], [0.09, 0.16, -0.51], [-0.45, 1.14, -0.21], [-0.22, -0.28, -0.15], [-0.73, 0.01, -0.29], [0.50, -0.54, 2.05], [-1.23, 1.27, 0.68], [-0.62, -0.52, -0.95], [-0.32, -0.21, 1.88], [-0.30, -0.37, -0.39], [-0.34, -0.23, -0.88], [-0.68, 0.63, 0.29], [0.21, -0.11, -0.07], [-0.02, 0.03, -0.14], [-0.16, -0.08, 0.48], [0.05, -0.02, 0.04], [0.37, -0.02, 0.29], [-0.45, 0.00, 0.18], [-0.92, 0.72, -0.62], [0.81, -0.20, -0.65], [0.10, -0.31, -0.24], [0.36, 0.05, -0.36], [-0.63, -0.75, -0.84], [0.57, -0.17, 0.06], [0.80, 0.22, -0.14], [-0.08, -0.40, 0.42], [0.01, -0.12, -0.59], [0.66, -0.11, 0.31], [0.38, 0.69, 0.28], [0.89, -0.91, -0.08], [0.49, -0.95, -0.20], [0.47, -0.44, 0.73], [-0.97, -0.49, 0.89], [-0.03, 0.80, 1.37], [0.35, -0.32, 0.73], [0.03, 1.35, 1.48]], "homo_lumo_gap_ev": 9.34, "total_charge": 4, "e_homo_ev": -16.38}

No. 2
{"formula": "C3H7N3O", "method": "the ωB97M-V functional and the def2-TZVPD basis", "elements": ["N", "C", "C", "H", "N", "H", "N", "O", "H", "C", "H", "H", "H", "H"], "xyz": [[1.864857, 0.658209, 1.281037], [0.003787, 0.280058, -0.184541], [-1.224933, -1.697632, -0.062529], [1.639298, -0.277359, 1.589588], [-0.090653, -0.887498, 0.324840], [-1.373203, 0.347288, -1.714115], [-0.806766, 0.899328, -1.089751], [1.287210, 2.300285, -0.200956], [-2.142909, -1.313246, 0.406244], [1.126967, 1.192315, 0.293079], [-1.394811, -1.731672, -1.150643], [-0.442032, 1.774791, -1.442982], [-1.077273, -2.725734, 0.277206], [2.630463, 1.180866, 1.673521]], "forces_ev_per_a": [[0.05, 0.07, -0.01], [-0.05, -0.18, 0.09], [-0.14, -0.12, -0.06], [0.01, 0.15, -0.06], [-0.02, 0.37, -0.15], [0.03, 0.06, 0.16], [0.00, -0.09, -0.08], [-0.03, -0.41, 0.17], [0.11, -0.06, -0.11], [0.13, 0.21, 0.01], [0.06, 0.00, 0.12], [-0.03, -0.10, 0.05], [-0.02, 0.17, -0.04], [-0.10, -0.06, -0.08]], "homo_lumo_gap_ev": 10.28, "e_homo_ev": -9.35, "relative_energy_kcal_mol": 0.6}

No. 3
{"formula": "C4H6NOS", "method": "the ωB97M-V functional and the def2-TZVPD basis", "elements": ["H", "O", "N", "H", "C", "H", "C", "C", "S", "H", "H", "H", "C"], "xyz": [[-0.087983, -1.835617, -0.430274], [-3.675103, -0.142870, -0.083546], [-2.850345, -0.927072, -0.211066], [0.947970, 1.388742, 1.300634], [0.080282, -0.979532, 0.139564], [0.268127, -1.315834, 1.250701], [1.000615, 1.246568, 0.179480], [1.206363, -0.124724, -0.288039], [-0.860607, 1.480786, -0.136621], [1.474959, -0.217266, -1.385645], [2.133893, -0.579189, 0.123149], [1.451112, 2.190704, -0.392048], [-1.089285, -0.184693, -0.066289]], "forces_ev_per_a": [[0.31, -1.94, -0.88], [-0.77, 0.34, -0.08], [2.55, 0.57, 0.29], [0.86, -0.14, -1.19], [-0.12, -1.07, 2.48], [-0.91, 0.62, -1.80], [-1.25, 3.76, 0.31], [3.83, -1.54, -1.86], [-0.65, -1.43, -0.20], [-1.00, 0.46, 0.96], [-0.38, 0.55, 0.18], [-0.51, -2.39, 1.41], [-1.97, 2.22, 0.39]], "homo_lumo_gap_ev": [6.82, 8.71], "total_charge": 1, "e_homo_ev": [-13.08, -15.90], "relative_energy_kcal_mol": 50.0, "spin_multiplicity": 3}

No. 4
{"formula": "C6H17NO", "method": "the ωB97M-V functional and the def2-TZVPD basis", "elements": ["C", "H", "O", "H", "C", "H", "H", "H", "H", "H", "H", "H", "H", "C", "C", "H", "H", "H", "C", "H", "H", "N", "H", "H", "C"], "xyz": [[-3.539623, 0.028586, -1.310734], [0.877047, -1.422093, 2.328051], [4.050928, 1.345656, 1.408327], [0.932933, 0.417229, -2.170151], [-1.993439, -0.104035, -1.264460], [1.074910, -1.344294, -1.915391], [-1.579467, 0.629646, -1.946709], [0.466771, 0.244627, 2.384085], [3.787441, 1.848843, 0.626271], [4.898047, 1.776072, 1.589365], [-0.825530, -0.844227, 2.563595], [-3.968092, -0.928581, -1.025534], [-3.818748, 0.286524, -2.326478], [1.367598, -0.368775, -1.540580], [0.098943, -0.727512, 2.013525], [-2.256142, 0.012552, 0.913654], [-3.870557, 0.830149, -0.656151], [-1.671866, -1.125427, -1.437449], [-0.205272, -0.670932, 0.529914], [1.702873, 0.113045, 0.402897], [2.451033, -0.277834, -1.542003], [0.888257, -0.085640, -0.184258], [-1.156648, 1.252386, 0.254532], [-0.365891, -1.691323, 0.159293], [-1.472928, 0.211496, 0.184786]], "forces_ev_per_a": [[1.09, -0.25, -0.28], [-0.30, -0.41, -0.29], [0.02, 0.42, -0.58], [0.10, -0.17, -0.28], [-0.48, 0.70, 1.79], [-0.34, -0.07, 0.15], [0.37, -0.27, -0.33], [-0.10, -0.03, -0.33], [-0.15, -0.06, 0.08], [0.01, -0.34, 0.39], [-0.09, -0.56, 0.11], [-0.36, 0.16, 0.07], [-0.33, -0.14, -0.07], [-0.58, 0.72, 0.28], [0.35, 1.38, 0.60], [0.18, -0.11, 0.18], [-0.13, -0.02, 0.09], [-0.10, -0.05, -0.79], [-0.50, 0.22, 0.25], [-0.40, 0.74, 0.32], [-0.04, 0.08, -0.02], [1.88, -1.82, -0.10], [-0.27, 0.08, 0.23], [-0.08, 0.18, -0.35], [0.23, -0.37, -1.10]], "homo_lumo_gap_ev": [12.19, 7.60], "total_charge": 1, "e_homo_ev": [-15.02, -15.02], "relative_energy_kcal_mol": 9.2, "spin_multiplicity": 2}

no.,E_tot (Ha),maximum force (eV Å⁻¹)
1,-2444.2449,2.91
2,-358.0490,0.44
3,-683.7160,4.53
4,-368.4789,2.62